88
Properties=species:S:1:pos:R:3:lowdin_charge:R:1 method="wB97M-V/def2-TZVPD" s_squared=6.06 total_energy_ha=-7777.55516 charge=+3 e_homo_ev="-15.732 / -15.730" de_lowest_kj_mol=52.0 homo_lumo_gap_ev="7.977 / 3.928" multiplicity=5 e_lumo_ev="-7.755 / -11.802"
Pd -1.3749 -0.8077 0.5628 0.43
Cl -3.6664 -1.7543 0.1785 0.80
C -4.3529 -1.9537 1.7616 -0.61
C -5.5431 -2.5936 1.8745 -0.05
C -6.1413 -2.7113 3.1487 0.04
C -5.5498 -2.1694 4.2780 -0.06
C -4.3289 -1.5401 4.1724 -0.66
Cl -3.5906 -0.9001 5.5600 0.81
C -3.6687 -1.4327 2.8970 -0.65
S -2.1318 -0.7398 2.8444 0.82
H -6.0293 -3.0022 0.9971 0.13
H -7.0870 -3.2319 3.2362 0.14
H -6.0340 -2.2387 5.2427 0.13
C 1.8048 4.1819 -2.5627 -0.09
C 1.0625 3.3616 -3.6215 -0.23
C -0.4189 3.7383 -3.7615 -0.16
C -1.3632 2.9581 -2.8447 -0.11
N -1.1333 3.1987 -1.3954 0.01
C -0.5955 2.3285 -0.4833 -0.59
Se -0.0048 0.6422 -0.9266 0.93
N -0.5772 2.9309 0.7432 0.02
C -0.1266 2.3781 2.0424 -0.12
C 1.0557 3.1229 2.6788 -0.16
C 2.4338 2.6332 2.2424 -0.23
C 2.7942 2.9678 0.7953 -0.09
C -1.1607 4.1575 0.6251 -0.10
C -1.4613 5.1336 1.5797 0.03
C -2.0733 6.2653 1.1108 0.03
C -2.3908 6.4510 -0.2805 0.02
C -2.1263 5.4951 -1.2188 0.04
C -1.5062 4.3278 -0.7486 -0.10
H 2.8577 3.9002 -2.5216 0.09
H 1.3905 4.0454 -1.5597 0.04
H 1.7548 5.2468 -2.7982 0.09
H 1.1557 2.2914 -3.4100 0.09
H 1.5516 3.5282 -4.5803 0.12
H -0.7662 3.5275 -4.7742 0.13
H -0.5386 4.8119 -3.5925 0.11
H -1.2550 1.8943 -3.0207 0.09
H -2.3964 3.2335 -3.0514 0.14
H 0.1347 1.3365 1.8997 0.07
H -0.9890 2.4343 2.7063 0.13
H 0.9634 2.9882 3.7574 0.13
H 0.9705 4.1936 2.4775 0.11
H 2.5117 1.5566 2.4114 0.08
H 3.1627 3.1127 2.8972 0.12
H 2.2873 2.3149 0.0789 0.03
H 3.8668 2.8564 0.6307 0.09
H 2.5431 4.0075 0.5632 0.08
H -1.2381 5.0053 2.6294 0.13
H -2.3315 7.0505 1.8121 0.14
H -2.8546 7.3806 -0.5906 0.14
H -2.3649 5.6386 -2.2639 0.13
O -0.7631 -2.7843 0.3729 -0.60
As 0.7522 -3.2012 -0.3274 1.25
C 0.5631 -3.1039 -2.2199 -0.31
C 1.1221 -2.0956 -3.0035 -0.13
C 0.8673 -2.0807 -4.3684 -0.06
C 0.0510 -3.0517 -4.9333 -0.04
C -0.5160 -4.0470 -4.1431 -0.04
C -0.2577 -4.0817 -2.7813 -0.08
C 2.0717 -2.0423 0.4278 -0.34
C 3.1346 -1.4849 -0.2755 -0.09
C 4.0618 -0.7042 0.4070 -0.05
C 3.9496 -0.5257 1.7793 -0.06
C 2.9050 -1.1176 2.4835 -0.06
C 1.9500 -1.8619 1.8073 -0.10
C 1.1443 -4.9767 0.2108 -0.33
C 0.2283 -5.7037 0.9618 -0.09
C 0.5884 -6.9690 1.4057 -0.05
C 1.8368 -7.4878 1.0909 -0.04
C 2.7443 -6.7486 0.3381 -0.04
C 2.3981 -5.4860 -0.1156 -0.08
H 1.7596 -1.3376 -2.5733 0.06
H 1.3175 -1.3176 -4.9911 0.12
H -0.1406 -3.0380 -5.9988 0.12
H -1.1504 -4.8030 -4.5884 0.12
H -0.6833 -4.8621 -2.1628 0.11
H 3.2766 -1.6799 -1.3287 0.10
H 4.8905 -0.2602 -0.1326 0.12
H 4.7016 0.0483 2.3066 0.13
H 2.8525 -1.0254 3.5615 0.12
H 1.1419 -2.3369 2.3481 0.10
H -0.7426 -5.2898 1.1986 0.10
H -0.1038 -7.5482 2.0040 0.12
H 2.1071 -8.4794 1.4296 0.12
H 3.7200 -7.1551 0.1027 0.12
H 3.0916 -4.9128 -0.7214 0.11

19
Properties=species:S:1:pos:R:3:lowdin_charge:R:1 method="wB97M-V/def2-TZVPD" total_energy_ha=-743.11852 charge=0 e_homo_ev=-10.909 smiles="CC(C)O[P@@](C)(=O)C#N" de_lowest_kj_mol=0.0 homo_lumo_gap_ev=11.613 multiplicity=1 e_lumo_ev=0.704
C 1.0850 1.8217 -0.1973 -0.04
C 1.0465 0.2867 -0.2977 -0.50
C 2.3997 -0.4406 -0.1207 -0.04
O 0.1346 -0.2974 0.6472 -0.25
P -1.6216 -0.0856 0.5574 0.60
C -2.2556 -1.7313 0.8292 -0.15
O -2.1651 0.9325 1.4332 -0.28
C -1.7681 0.3626 -1.2148 -0.25
N -1.9520 0.7695 -2.2897 0.12
H 1.2500 2.0825 0.8228 0.07
H 1.9182 2.1532 -0.8357 0.08
H 0.1490 2.3328 -0.6050 0.09
H 0.7183 -0.0223 -1.2813 0.10
H 2.7888 -0.1433 0.9215 0.11
H 3.2041 -0.2094 -0.8033 0.07
H 2.2597 -1.4913 -0.0766 0.06
H -2.9184 -2.2221 0.0178 0.10
H -1.4719 -2.4637 0.7349 0.05
H -2.8010 -1.6346 1.7580 0.05

32
Properties=species:S:1:pos:R:3:lowdin_charge:R:1 method="wB97M-V/def2-TZVPD" total_energy_ha=-987.62937 charge=0 e_homo_ev=-9.908 smiles="N[C@@H](CC(=O)O)C(=O)N[C@@H](CCC(=O)O)C(=O)O" de_lowest_kj_mol=45.5 homo_lumo_gap_ev=10.416 multiplicity=1 e_lumo_ev=0.508
N 2.4642 -2.9411 -0.7418 0.04
C 1.2352 -2.1492 -0.6715 -0.33
C 0.5146 -2.6559 0.5645 -0.06
C -0.8443 -2.0728 0.7429 -0.53
O -1.3302 -1.6159 1.7628 0.08
O -1.5944 -2.1423 -0.3385 0.10
C 1.5421 -0.6488 -0.6221 -0.40
O 2.6576 -0.2958 -0.2046 0.07
N 0.4306 0.1381 -0.7261 0.12
C 0.6289 1.5918 -0.7501 -0.19
C -0.6387 2.3872 -1.1228 -0.11
C -1.7010 2.5456 -0.0101 -0.06
C -2.1845 1.1252 0.3845 -0.46
O -2.5376 0.2552 -0.4281 0.04
O -2.2629 0.9500 1.7031 0.11
C 1.1179 2.0049 0.6460 -0.47
O 1.6538 3.0738 0.8937 0.10
O 0.7712 1.2167 1.6920 0.11
H 2.7220 -2.9319 -1.7230 0.07
H 3.1766 -2.3423 -0.1993 0.11
H 0.5501 -2.3231 -1.5625 0.17
H 1.1208 -2.4158 1.4559 0.15
H 0.4657 -3.7736 0.5946 0.15
H -2.3221 -1.5142 -0.1543 0.10
H -0.4038 -0.3237 -1.1109 0.14
H 1.4373 1.8078 -1.4682 0.17
H -1.1076 1.8132 -1.9415 0.13
H -0.3547 3.3723 -1.4954 0.13
H -1.2953 3.0230 0.8927 0.12
H -2.5490 3.1179 -0.3993 0.13
H -2.3627 -0.0355 1.8656 0.12
H 1.0002 1.7592 2.4718 0.15

73
Properties=species:S:1:pos:R:3:lowdin_charge:R:1 method="wB97M-V/def2-TZVPD" s_squared=0.75 total_energy_ha=-9010.75591 charge=-1 e_homo_ev="-5.222 / -5.644" de_lowest_kj_mol=18.7 homo_lumo_gap_ev="7.216 / 7.639" multiplicity=2 e_lumo_ev="1.994 / 1.995"
Ti -1.7778 0.0033 0.7243 0.58
Br -4.0488 -1.7452 0.5900 0.83
C -4.1069 -1.7949 -1.3181 -0.56
C -5.1695 -2.4242 -1.8931 -0.13
C -5.2425 -2.4956 -3.2991 -0.09
C -4.2582 -1.9374 -4.0601 -0.05
C -3.1555 -1.2783 -3.4625 -0.17
C -2.1447 -0.6856 -4.2578 -0.05
C -1.1013 -0.0377 -3.6679 -0.08
C -1.0149 0.0362 -2.2574 -0.13
C -1.9486 -0.5298 -1.4165 -0.22
C -3.0485 -1.1919 -2.0451 -0.24
H -5.9438 -2.8611 -1.2773 0.10
H -6.0841 -2.9941 -3.7632 0.10
H -4.3070 -1.9854 -5.1422 0.11
H -2.2248 -0.7509 -5.3374 0.10
H -0.3314 0.4267 -4.2742 0.10
H -0.1758 0.5863 -1.8447 0.07
O -1.8756 0.4523 4.5659 0.10
C -1.4715 0.3565 3.4364 -0.56
O -1.7471 -0.6192 2.5900 -0.24
C -0.5261 1.4259 2.8049 -0.56
O 0.0644 2.2483 3.4602 0.10
O -0.4593 1.3014 1.4971 -0.22
F 2.9605 -6.7543 0.0287 0.13
C 2.5036 -5.5094 0.1641 -0.14
C 3.3898 -4.4630 0.3385 -0.13
F 4.7020 -4.7088 0.3685 0.12
C 2.9072 -3.1764 0.4796 -0.22
F 3.8170 -2.2125 0.6459 0.11
C 1.5483 -2.8759 0.4457 -0.30
P 0.9299 -1.1565 0.7049 1.12
C 1.8969 -0.2069 -0.5264 -0.36
C 1.9448 1.1854 -0.4043 -0.11
C 2.4995 1.9576 -1.4141 -0.06
C 2.9983 1.3567 -2.5627 -0.08
C 2.9446 -0.0224 -2.6938 -0.08
C 2.3967 -0.7991 -1.6824 -0.09
C 1.7075 -0.8216 2.3282 -0.35
C 1.1045 -1.4312 3.4278 -0.09
C 1.5746 -1.1876 4.7087 -0.06
C 2.6474 -0.3298 4.8999 -0.08
C 3.2583 0.2683 3.8077 -0.07
C 2.7956 0.0207 2.5239 -0.08
C 0.6770 -3.9553 0.2775 -0.57
Br -1.1868 -3.7063 0.2776 0.88
C 1.1477 -5.2501 0.1371 -0.26
F 0.3097 -6.2787 -0.0217 0.07
H 1.5111 1.6661 0.4631 0.10
H 2.5204 3.0351 -1.3071 0.11
H 3.4195 1.9635 -3.3544 0.10
H 3.3230 -0.4980 -3.5903 0.10
H 2.3402 -1.8734 -1.8105 0.11
H 0.2371 -2.0647 3.2836 0.11
H 1.0825 -1.6396 5.5598 0.11
H 2.9993 -0.1158 5.9011 0.10
H 4.0932 0.9419 3.9543 0.10
H 3.2822 0.4875 1.6795 0.10
O 1.5203 5.9679 0.7418 0.10
C 0.6862 5.7791 -0.3128 -0.49
O 0.9306 6.3169 -1.3598 0.10
C -0.4679 4.8751 -0.0682 -0.16
C -1.0039 4.1682 -1.1385 -0.02
C -2.0062 3.2355 -0.9329 -0.10
C -2.4993 2.9993 0.3543 -0.66
S -3.5685 1.6354 0.6789 0.61
C -2.0243 3.7803 1.4105 -0.11
C -1.0085 4.6919 1.2049 -0.03
H 1.2898 5.3507 1.4516 0.10
H -0.5936 4.3394 -2.1265 0.12
H -2.3880 2.6400 -1.7528 0.10
H -2.4106 3.6099 2.4067 0.11
H -0.6401 5.2590 2.0528 0.12

124
Properties=species:S:1:pos:R:3:lowdin_charge:R:1 method="wB97M-V/def2-TZVPD" total_energy_ha=-125703.44802 charge=+1 e_homo_ev=-11.079 homo_lumo_gap_ev=7.953 multiplicity=1 e_lumo_ev=-3.126
C 4.0983 -1.6187 -0.5947 0.01
C 2.7703 -1.4750 -0.3555 -0.18
N 2.4122 -0.5348 0.6787 0.07
C 1.8531 0.6709 0.5338 -0.34
C 1.4519 1.3061 -0.7152 -0.64
I 0.1910 0.1217 -1.9282 1.04
C 1.8283 2.5283 -1.0845 -0.72
C 1.4295 3.1906 -2.3733 -0.17
I 3.1171 3.7416 0.1035 0.97
N 1.7702 1.1772 1.7498 0.15
C 2.2557 0.2961 2.6825 -0.16
C 2.3067 0.6066 4.1503 -0.12
O 3.6146 0.9078 4.6122 -0.05
C 4.3420 1.7044 3.7331 -0.27
O 5.3508 2.3560 4.4707 -0.07
C 6.1057 3.1666 3.5787 -0.20
C 7.6089 2.8886 3.6463 -0.21
O 8.2369 3.6214 2.5994 -0.06
C 2.6714 -0.8086 2.0135 -0.20
N 3.2569 -1.9295 2.5917 0.02
C 2.5073 -3.1892 2.3466 -0.28
C 0.9873 -3.0277 2.1910 -0.07
H 4.6839 -0.7568 -0.9111 0.09
H 4.5412 -2.5860 -0.3985 -0.04
H 1.9888 -2.0050 -0.8890 0.03
H 1.2764 4.2531 -2.1807 0.02
H 2.2921 3.1257 -3.0442 0.10
H 0.5557 2.7370 -2.8302 0.00
H 1.3855 2.0879 1.9764 0.02
H 1.5865 1.3943 4.4007 0.12
H 2.0072 -0.3063 4.6698 0.09
H 3.7315 2.4917 3.2590 0.12
H 4.8527 1.0853 2.9764 0.15
H 5.7903 3.0639 2.5299 0.10
H 5.9426 4.2215 3.8271 0.14
H 8.0058 3.2945 4.5736 0.13
H 7.8149 1.8198 3.5388 0.12
H 7.8116 3.3951 1.7669 0.08
H 3.3317 -1.7197 3.5810 0.06
H 2.9783 -3.7315 1.5276 0.05
H 2.6674 -3.8091 3.2315 0.08
H 0.5393 -3.9944 2.4265 0.03
H 0.7435 -2.7732 1.1588 0.07
H 0.5831 -2.3182 2.9163 0.08
C 7.4008 -3.6443 0.5677 -1.61
Br 5.8028 -3.1123 1.5140 0.71
Br 8.7043 -2.2289 0.5405 0.59
Br 8.1298 -5.2830 1.2640 0.60
H 7.1137 -3.8316 -0.4561 -0.08
C -3.8445 2.2671 -3.5731 -1.62
Br -2.3572 3.3038 -4.2371 0.58
Br -3.8879 0.5041 -4.3444 0.54
Br -3.8741 2.2073 -1.6446 0.54
H -4.7479 2.7727 -3.8865 -0.04
C -1.4968 2.9118 3.5537 -1.59
Br -0.0631 4.0200 2.8771 0.60
Br -1.4540 1.1491 2.7716 0.61
Br -1.4869 2.8443 5.4726 0.62
H -2.4253 3.3750 3.2489 -0.02
C 4.2212 -4.4554 -3.9448 -1.60
Br 5.6669 -5.0232 -2.8026 0.61
Br 2.6251 -4.0552 -2.9418 0.57
Br 4.7365 -2.9834 -5.0724 0.58
H 3.9879 -5.2897 -4.5923 -0.02
C -1.3619 -5.0477 -3.7897 -1.62
Br -3.2115 -5.3490 -4.2146 0.58
Br -0.2507 -5.0805 -5.3603 0.55
Br -1.1299 -3.4179 -2.7741 0.49
H -1.0427 -5.8637 -3.1563 -0.03
C 0.6356 7.1811 -0.0445 -1.64
Br -1.1915 6.7222 -0.4431 0.57
Br 1.7160 7.2337 -1.6402 0.59
Br 0.7680 8.8213 0.9513 0.61
H 1.0333 6.3922 0.5798 -0.08
C 1.1049 10.8847 -2.9828 -1.65
Br -0.7248 10.4292 -3.3737 0.57
Br 2.1752 10.9777 -4.5801 0.58
Br 1.2246 12.5050 -1.9475 0.61
H 1.5091 10.0881 -2.3737 -0.10
C 0.1690 -7.2581 1.5587 -1.61
Br 1.7252 -6.4644 0.7509 0.61
Br 0.4651 -7.6870 3.4100 0.60
Br -1.3856 -6.1389 1.3340 0.61
H -0.0267 -8.1853 1.0384 -0.02
C -8.2024 -0.2929 -3.4149 -1.61
Br -6.7177 -0.7916 -2.2922 0.53
Br -9.7758 0.0708 -2.3702 0.58
Br -7.7638 1.1830 -4.5758 0.57
H -8.4240 -1.1403 -4.0478 -0.03
C -9.5298 0.6742 1.7750 -1.64
Br -8.0418 1.4454 0.8249 0.53
Br -9.0758 0.2533 3.5979 0.55
Br -11.0971 1.7874 1.6685 0.58
H -9.7691 -0.2583 1.2829 -0.03
C -11.4855 -0.1191 7.1266 -1.63
Br -12.4299 1.4930 6.6639 0.57
Br -11.7295 -1.4954 5.7996 0.55
Br -9.6185 0.2244 7.4753 0.55
H -11.9150 -0.4881 8.0468 -0.03
C 1.1001 -4.4813 -9.4826 -1.64
Br 0.7458 -6.3725 -9.5743 0.56
Br 2.4359 -4.0745 -8.1525 0.53
Br 1.5651 -3.7575 -11.2029 0.59
H 0.1840 -3.9997 -9.1707 -0.03
C -3.9587 -8.7137 -7.1490 -1.64
Br -2.4298 -7.9591 -8.0455 0.54
Br -3.5708 -9.1420 -5.3116 0.55
Br -5.5062 -7.5771 -7.3021 0.57
H -4.1947 -9.6427 -7.6482 -0.03
C -4.7613 -6.6168 3.1390 -1.67
Br -6.3638 -6.0805 2.2153 0.58
Br -4.1868 -5.2794 4.4031 0.55
Br -4.9558 -8.3419 3.9696 0.58
H -3.9816 -6.7088 2.3973 -0.11
C 1.1878 -4.1805 6.0949 -1.63
Br -0.3971 -3.4918 6.9386 0.60
Br 2.5894 -2.8471 6.0230 0.65
Br 1.8074 -5.7962 6.9332 0.60
H 0.9244 -4.4285 5.0748 -0.06
C -0.5302 15.1275 -4.2692 -1.66
Br -2.3531 14.6422 -4.6600 0.56
Br 0.5452 15.2024 -5.8651 0.56
Br -0.4284 16.7661 -3.2624 0.57
H -0.1198 14.3465 -3.6470 -0.11

31
Properties=species:S:1:pos:R:3:lowdin_charge:R:1 method="wB97M-V/def2-TZVPD" total_energy_ha=-1239.24822 charge=0 e_homo_ev=-8.692 smiles=Cc1ccc(C(Cl)c2ccc(C)c(F)c2)cc1F homo_lumo_gap_ev=8.911 multiplicity=1 e_lumo_ev=0.218
C -1.8825 -3.9573 -3.0916 -0.03
C -1.5983 -2.6480 -2.3705 -0.20
C -2.6087 -1.7081 -2.1250 -0.03
C -2.3515 -0.5501 -1.4308 -0.13
C -1.0765 -0.2393 -0.9169 -0.25
C -1.0582 1.0484 -0.1821 -0.54
Cl -1.9542 2.0960 -1.3604 0.67
C 0.1096 1.3132 0.6869 -0.18
C 0.2005 2.6276 1.2119 -0.04
C 1.2317 3.0054 2.0762 -0.03
C 2.2277 2.0956 2.4941 -0.21
C 3.3483 2.4807 3.4258 -0.04
C 2.1269 0.7861 1.9942 -0.20
F 3.0279 -0.1469 2.4537 0.04
C 1.0817 0.3690 1.1681 0.05
C -0.0141 -1.1539 -1.2421 0.06
C -0.3323 -2.3410 -1.8893 -0.21
F 0.6395 -3.3122 -2.0010 0.04
H -2.9150 -3.9227 -3.3953 0.06
H -1.2468 -4.0427 -3.9757 0.09
H -1.7268 -4.8354 -2.4507 0.09
H -3.6083 -1.9364 -2.5271 0.12
H -3.2085 0.1143 -1.2824 0.08
H -2.0494 1.3434 0.3344 0.09
H -0.5756 3.3657 0.9501 0.11
H 1.2979 4.0286 2.5142 0.12
H 3.0967 3.4318 3.8883 0.07
H 3.5233 1.7213 4.2177 0.09
H 4.2882 2.6015 2.8665 0.09
H 0.9836 -0.6836 0.9320 0.11
H 1.0229 -0.9509 -0.9734 0.11

26
Properties=species:S:1:pos:R:3:lowdin_charge:R:1 method="wB97M-V/def2-TZVPD" total_energy_ha=-2651.70992 charge=-6 e_homo_ev=8.305 de_lowest_kj_mol=0.0 homo_lumo_gap_ev=3.113 multiplicity=1 e_lumo_ev=11.418
Tl -0.8815 -0.7622 -0.3855 1.03
P -2.4605 0.2722 -3.4346 -0.14
O -2.8892 -0.8937 -2.5210 -0.30
O -3.6705 1.1801 -3.7449 -0.46
O -1.9258 -0.3716 -4.7240 -0.35
O -1.3850 1.0623 -2.6461 -0.33
P -0.0246 -3.5375 -1.5866 -0.18
O 0.1643 -4.7894 -2.4745 -0.52
O -1.5366 -3.4389 -1.2165 -0.38
O 0.1330 -2.2592 -2.4902 -0.31
O 0.8608 -3.3128 -0.3697 -0.43
P -2.1858 1.7277 1.3025 -0.17
O -1.3182 0.6965 2.0626 -0.46
O -2.7864 2.9216 2.0550 -0.49
O -3.2684 0.8647 0.5967 -0.33
O -1.3746 2.2706 0.0844 -0.29
C 3.2688 -0.2287 2.2117 -0.31
S 2.7629 0.9517 0.9505 -0.86
O 1.6525 0.2246 0.2455 -0.67
C 1.8623 2.0647 2.0210 -0.29
H 3.9542 0.2292 2.9176 0.03
H 3.7219 -1.0988 1.7411 0.04
H 2.3438 -0.6057 2.6561 0.04
H 1.4912 2.9198 1.4632 0.05
H 2.5137 2.3468 2.8550 0.04
H 0.9778 1.5661 2.4309 0.03

32
Properties=species:S:1:pos:R:3:lowdin_charge:R:1 method="wB97M-V/def2-TZVPD" total_energy_ha=-20905.67176 charge=0 e_homo_ev=-7.098 de_lowest_kj_mol=2304.2 homo_lumo_gap_ev=6.699 multiplicity=1 e_lumo_ev=-0.399
Br -2.0203 1.8815 3.6299 0.57
C -1.6447 2.6684 1.8140 -0.70
C -0.2312 2.6838 1.4810 -0.94
Br 0.8108 3.8712 2.6566 0.59
H -1.9664 3.6943 1.9935 0.05
H -2.1695 2.1374 1.0199 0.02
H -0.0897 3.0925 0.4804 0.07
H 0.1439 1.6675 1.6012 -0.11
Br 2.3833 -3.1097 1.5213 0.60
C 0.7236 -2.1700 2.1443 -0.51
C 0.0212 -1.4771 0.8286 -0.91
Br -1.7855 -0.7363 1.1102 0.73
H 0.9427 -1.4040 2.8881 0.06
H 0.1116 -2.9671 2.5664 0.04
H -0.2143 -2.1985 0.0462 -0.03
H 0.6772 -0.6999 0.4365 -0.20
Br -1.5042 0.0536 -3.4901 0.68
C -1.7276 -1.6278 -2.5202 -0.64
C -0.4076 -2.2673 -2.1925 -0.43
Br 0.5761 -0.9471 -1.0864 0.94
H -2.3403 -2.2831 -3.1392 0.07
H -2.1787 -1.3906 -1.5567 0.01
H 0.2542 -2.5492 -3.0114 0.08
H -0.5010 -3.1682 -1.5861 0.08
Br -0.4551 0.6687 0.4278 0.58
C 1.4346 0.8900 -0.1858 -0.57
C 1.6243 0.9931 -1.7354 -0.77
Br 3.5623 0.9284 -2.2582 0.57
H 1.9441 0.0039 0.1929 0.04
H 1.7985 1.7311 0.4043 0.09
H 1.0572 1.8276 -2.1478 0.07
H 1.1706 0.2027 -2.3333 -0.11

14
Properties=species:S:1:pos:R:3:lowdin_charge:R:1 method="wB97M-V/def2-TZVPD" total_energy_ha=-307.54671 charge=0 e_homo_ev=-8.120 smiles="C=CO.C=CO" de_lowest_kj_mol=435.1 homo_lumo_gap_ev=8.994 multiplicity=1 e_lumo_ev=0.875
C 1.1758 0.3665 -2.0711 -0.02
C 1.7647 -0.3686 -1.1258 -0.25
O 1.2038 -0.5036 0.1065 -0.04
H 0.9873 -0.1362 -2.9674 0.02
H 0.9680 1.4148 -2.0147 0.05
H 2.5323 -1.1869 -1.2420 0.13
H 0.8825 0.3634 0.3956 0.07
C -1.1633 0.8187 1.8275 0.00
C -1.4891 -0.0766 0.8322 -0.28
O -1.0883 -1.4056 0.9262 -0.07
H -1.4457 1.9059 1.5684 0.08
H -0.4854 0.5690 2.6762 0.08
H -1.9691 0.2143 -0.0835 0.10
H -1.8734 -1.9750 1.1720 0.13